ORCA calculation (the ωB97M-V functional and the def2-TZVPD basis) on a cluster of 10 separate species, C33H79N7O13 in total.

Atoms and positions in Å:
C: 19.3529 17.2863 14.2864
N: 19.5481 16.0001 13.6550
C: 18.6046 15.0383 13.7439
C: 18.8284 13.7793 12.9563
O: 17.5610 15.1859 14.4272
H: 18.4427 17.7277 13.8943
H: 20.1912 17.9670 14.0609
H: 19.2119 17.0677 15.3217
H: 20.3274 15.8233 13.0357
H: 19.1934 13.0330 13.6874
H: 19.4582 13.8159 12.1154
H: 17.8428 13.5261 12.5384
C: 12.8954 18.7364 13.5952
N: 12.9855 17.6672 12.6715
C: 13.7302 17.7817 11.5572
C: 13.7178 16.6053 10.6824
O: 14.2351 18.8684 11.2518
H: 13.7275 19.4077 13.4307
H: 13.0685 18.2926 14.5821
H: 11.9839 19.2969 13.5439
H: 12.3233 16.9186 12.7045
H: 13.6590 16.9680 9.6300
H: 12.9578 15.9097 11.0026
H: 14.6963 16.1275 10.8103
C: 12.5120 7.3916 10.6490
N: 12.6922 7.4635 12.0672
C: 13.6347 8.3219 12.5284
C: 13.6159 8.4745 14.0248
O: 14.4214 8.9785 11.8729
H: 11.7402 6.6676 10.4495
H: 13.4491 7.1036 10.1246
H: 12.2552 8.3652 10.2142
H: 12.1429 6.9194 12.6943
H: 14.5814 8.4632 14.5049
H: 13.0585 7.7067 14.5417
H: 13.0867 9.4249 14.1414
C: 10.9403 11.7530 13.4703
N: 11.4519 13.0885 13.3347
C: 10.7350 14.1659 12.9885
C: 9.2925 13.9292 12.6032
O: 11.1884 15.3129 12.9853
H: 11.7569 11.1016 13.9019
H: 10.6632 11.3336 12.5038
H: 10.0928 11.6612 14.1530
H: 12.4501 13.1807 13.5959
H: 9.2018 13.6839 11.5285
H: 8.7300 14.8531 12.6495
H: 8.9282 13.1563 13.2134
C: 15.7678 13.2066 19.4943
N: 16.7122 14.2444 19.0934
C: 16.5884 15.5625 19.3845
C: 17.4119 16.4077 18.4360
O: 15.8513 15.9779 20.2524
H: 16.2543 12.2658 19.4618
H: 14.8793 13.0619 18.8367
H: 15.4085 13.4109 20.5436
H: 17.2834 14.0098 18.2882
H: 18.4629 16.2158 18.3943
H: 17.2556 17.4422 18.7615
H: 17.0780 16.2744 17.4095
C: 19.0098 11.0421 19.6163
N: 18.6496 10.3631 18.4311
C: 18.4161 10.9952 17.2553
C: 17.9741 10.0912 16.1247
O: 18.5974 12.2153 17.1928
H: 19.0144 10.3374 20.4563
H: 18.2729 11.8077 19.8955
H: 19.9372 11.5490 19.6235
H: 18.4698 9.3802 18.5642
H: 17.2927 9.2732 16.4201
H: 18.8516 9.6370 15.6838
H: 17.3957 10.7239 15.4246
C: 9.4235 8.1771 13.3201
N: 9.8123 8.3496 14.6687
C: 10.5487 7.3605 15.2546
C: 10.4107 7.3597 16.7433
O: 11.1096 6.5261 14.5363
H: 10.3232 8.1417 12.6672
H: 8.9421 9.1198 12.9895
H: 8.7374 7.3147 13.1336
H: 9.2065 8.8956 15.2570
H: 11.2533 6.6880 17.1643
H: 9.5068 6.8425 16.9158
H: 10.3896 8.2973 17.2735
C: 14.3567 14.7563 13.7564
O: 14.3274 13.3357 14.1104
C: 15.0535 13.0871 15.3758
C: 14.7358 11.7062 15.8029
O: 15.4641 11.3234 17.0118
C: 14.8682 10.2741 17.7236
H: 13.6939 15.3586 14.4782
H: 13.9325 14.7821 12.7180
H: 15.3867 15.1490 13.7162
H: 14.7609 13.8034 16.1676
H: 16.0728 13.2694 15.1082
H: 15.0805 11.0248 14.9875
H: 13.6600 11.4338 15.8438
H: 15.5031 10.0650 18.5859
H: 14.7633 9.3247 17.1396
H: 13.8701 10.6005 18.0552
C: 11.1529 12.3661 19.7244
O: 11.3486 13.5345 18.9581
C: 11.8773 13.4088 17.6201
C: 12.1576 14.7699 17.0582
O: 13.0592 15.4308 17.9080
C: 13.0084 16.8310 18.0345
H: 10.6048 12.7283 20.6118
H: 12.1243 11.9235 20.0507
H: 10.5252 11.5720 19.2438
H: 11.2437 12.8589 16.9527
H: 12.7982 12.7975 17.6578
H: 11.2881 15.3845 16.9834
H: 12.5584 14.6435 16.0537
H: 13.3494 17.0498 19.0248
H: 11.9918 17.1377 17.8014
H: 13.6125 17.4177 17.3626
C: 12.2189 13.7356 9.2700
O: 13.2125 13.4297 10.2084
C: 13.3690 12.0973 10.5988
C: 14.0954 11.2189 9.5879
O: 13.1267 10.6976 8.6066
C: 13.8866 9.7288 7.8053
H: 12.3197 14.7965 9.0741
H: 11.1919 13.6034 9.6425
H: 12.3965 13.1260 8.3320
H: 12.3872 11.6176 10.7471
H: 13.9577 12.1043 11.5028
H: 14.5031 10.4195 10.1576
H: 14.8325 11.7173 9.0314
H: 14.2867 8.8601 8.4006
H: 14.7305 10.2170 7.2524
H: 13.2084 9.3768 6.9878

Its total charge is 0. The calculation puts the gap between HOMO and LUMO at 0.3146 Ha. Its structure (SMILES) is CNC(C)=O.CNC(C)=O.CNC(C)=O.CNC(C)=O.CNC(C)=O.CNC(C)=O.CNC(C)=O.COCCOC.COCCOC.COCCOC. The calculation puts the energy relative to the best compared isomer or geometry (same formula, charge and spin) at 4.6 kcal/mol.

ORCA calculation (the ωB97M-V functional and the def2-TZVPD basis) on a cluster of 7 separate species, C33H79NO13 in total.

Atoms and positions in Å:
C: 12.8282 -21.1098 19.3628
C: 12.5140 -21.1257 20.8786
C: 11.9477 -22.5651 21.1902
C: 13.7730 -20.9515 21.7107
C: 14.0588 -19.4676 21.9975
C: 12.8016 -18.7771 22.5616
C: 11.5283 -18.8684 21.6819
C: 10.3051 -18.6031 22.5430
C: 11.6567 -17.8094 20.5506
N: 11.4064 -20.2083 21.1268
O: 10.3174 -20.3748 20.2606
H: 12.9124 -20.0685 19.0195
H: 13.8701 -21.3839 19.1692
H: 12.0679 -21.6052 18.7702
H: 11.0466 -22.6232 20.5825
H: 12.6583 -23.3536 20.9632
H: 11.6195 -22.5360 22.2297
H: 13.7846 -21.6011 22.5876
H: 14.6820 -21.2323 21.1693
H: 14.8681 -19.3474 22.7195
H: 14.3453 -19.0071 21.0519
H: 13.1707 -17.7441 22.6098
H: 12.4843 -18.9736 23.5872
H: 10.2629 -17.5603 22.8624
H: 10.3567 -19.2476 23.4251
H: 9.3670 -18.8496 22.0460
H: 12.6590 -17.8990 20.1319
H: 11.5119 -16.8243 20.9977
H: 10.9233 -17.9385 19.7562
H: 9.7020 -20.9104 20.7756
C: 14.6009 -20.3534 25.6966
O: 15.7937 -19.7201 26.0647
C: 15.7118 -18.3123 26.1075
C: 17.1385 -17.7926 26.2873
O: 17.9330 -18.2106 25.2031
C: 19.0705 -18.9417 25.5426
H: 14.7666 -21.1596 24.9693
H: 13.9858 -19.7096 25.0574
H: 14.0574 -20.8002 26.5304
H: 15.1532 -18.0617 27.0161
H: 15.2293 -17.8084 25.2673
H: 17.5045 -18.2010 27.2345
H: 17.1979 -16.7027 26.3262
H: 19.5512 -19.5020 24.7447
H: 18.8241 -19.7249 26.2788
H: 19.8245 -18.3568 26.0855
C: 11.5950 -25.2853 18.8597
O: 11.3501 -24.8604 17.5361
C: 11.9557 -25.6421 16.5458
C: 13.4281 -26.0243 16.7700
O: 13.8821 -26.9797 15.8498
C: 15.2188 -27.3778 16.0047
H: 11.0166 -24.6422 19.5230
H: 12.6504 -25.2615 19.1108
H: 11.1369 -26.2451 19.1371
H: 11.9420 -25.1424 15.5726
H: 11.3786 -26.5343 16.2681
H: 13.5751 -26.3720 17.8000
H: 14.1075 -25.1647 16.6671
H: 15.8706 -26.5021 16.1204
H: 15.5181 -27.9193 15.1144
H: 15.3297 -27.9679 16.9195
C: 9.9177 -14.8773 24.6192
O: 8.5449 -14.8179 24.3110
C: 7.8531 -13.8683 25.1188
C: 6.5047 -13.7341 24.4691
O: 5.7095 -12.7462 25.1489
C: 4.5114 -12.4771 24.4767
H: 10.2949 -13.8535 24.7016
H: 10.5085 -15.3653 23.8462
H: 10.1397 -15.4098 25.5490
H: 8.3778 -12.9078 25.1662
H: 7.8240 -14.3082 26.1200
H: 5.9566 -14.6673 24.6269
H: 6.5118 -13.4994 23.4052
H: 4.5945 -11.8641 23.5724
H: 3.9141 -11.9455 25.2206
H: 3.9534 -13.3823 24.2015
C: 3.0204 -19.1304 21.7986
O: 3.3259 -18.6245 23.0644
C: 3.2464 -17.2416 23.2575
C: 4.0625 -16.3749 22.2685
O: 5.4381 -16.2149 22.4946
C: 6.1757 -17.4117 22.3247
H: 2.0678 -18.7427 21.4166
H: 2.8873 -20.2088 21.8925
H: 3.7728 -18.9895 21.0163
H: 3.5820 -17.0296 24.2750
H: 2.2467 -16.7849 23.2163
H: 3.6103 -15.3804 22.2980
H: 3.8673 -16.7921 21.2700
H: 7.0381 -17.3243 22.9963
H: 6.4250 -17.6021 21.2823
H: 5.7578 -18.2824 22.8437
C: 10.9615 -22.5392 14.1904
O: 10.4929 -21.3644 14.8026
C: 10.2009 -21.4238 16.1873
C: 10.0681 -19.9831 16.6401
O: 9.1166 -19.1784 15.9621
C: 7.8378 -19.7104 16.0478
H: 10.8273 -22.4800 13.1112
H: 10.3449 -23.3822 14.5306
H: 12.0181 -22.7019 14.4273
H: 10.9631 -21.9015 16.8090
H: 9.2303 -21.9178 16.3095
H: 11.0548 -19.5276 16.7040
H: 9.7508 -20.0405 17.6937
H: 7.3483 -19.7546 17.0320
H: 7.7389 -20.6786 15.5442
H: 7.1351 -19.0646 15.5067
C: 9.7624 -25.2360 22.8796
O: 11.1688 -25.2525 22.7942
C: 11.8082 -26.0872 23.7456
C: 12.4512 -27.2659 23.0408
O: 11.4580 -28.2568 22.7728
C: 11.7973 -29.2145 21.7837
H: 9.3008 -26.0210 22.2752
H: 9.4041 -24.2278 22.6738
H: 9.3880 -25.4423 23.8917
H: 11.1764 -26.3558 24.5918
H: 12.6249 -25.4937 24.1672
H: 13.3143 -27.7062 23.5506
H: 12.7275 -26.9763 22.0152
H: 10.8949 -29.8161 21.7241
H: 12.5931 -29.9018 22.1003
H: 12.1701 -28.6699 20.9104

Its total charge is 0. The calculation puts the gap between HOMO and LUMO at 0.3060 Ha. Its structure (SMILES) is CC1(C)CCCC(C)(C)N1O.COCCOC.COCCOC.COCCOC.COCCOC.COCCOC.COCCOC. The calculation puts the energy relative to the best compared isomer or geometry (same formula, charge and spin) at 233.5 kcal/mol.

ORCA calculation (the ωB97M-V functional and the def2-TZVPD basis) on a cluster of 7 separate species, C33H80FN5O13P in total.

Atoms and positions in Å:
C: 0.2546 -0.6131 3.7303
N: 0.5619 0.8318 4.0395
C: 1.0329 1.4565 2.7664
C: -0.6169 1.4925 4.5746
O: -1.4734 0.8210 5.2107
C: -0.8671 3.0800 4.4378
C: -2.1291 3.2883 3.4933
C: -3.5531 3.6453 4.1556
N: -4.4865 3.2789 3.0244
C: -3.9860 1.9488 2.6630
N: -4.6639 0.8717 2.3320
C: -6.1756 1.0326 2.2720
C: -6.6841 1.0917 3.8091
F: -7.9695 0.4643 3.9395
P: -3.9760 -0.7252 1.9572
N: -2.6561 -0.7140 1.0654
N: -2.5263 2.0328 2.7443
H: -0.0126 -1.1678 4.6967
H: 1.2173 -1.1123 3.3612
H: -0.5708 -0.7205 2.9509
H: 1.7148 2.3296 3.0381
H: 1.6735 0.7119 2.1761
H: 0.2024 1.8038 2.0707
H: -1.0042 3.4538 5.5015
H: 0.0700 3.6029 4.0336
H: -1.9862 4.1726 2.7745
H: -3.7290 4.7157 4.4981
H: -3.6193 2.9445 5.0641
H: -4.3497 4.0358 2.3421
H: -6.6419 0.0918 1.8204
H: -6.4761 1.9788 1.7056
H: -6.6929 2.1826 4.1181
H: -5.9595 0.5100 4.4816
H: -3.7931 -1.3922 3.2314
H: -4.9879 -1.4599 1.2292
H: -2.4042 0.2655 0.8835
H: -2.2221 2.3095 1.7901
C: 5.7287 -4.7217 2.9675
O: 5.9272 -4.0003 1.7598
C: 4.6993 -3.6563 1.1228
C: 4.3350 -2.1989 1.3744
O: 4.0303 -1.9694 2.7487
C: 5.1100 -1.3599 3.4444
H: 6.6730 -4.7435 3.5125
H: 4.9705 -4.2583 3.6014
H: 5.4361 -5.7517 2.7394
H: 3.8932 -4.3234 1.4453
H: 4.8469 -3.8010 0.0476
H: 3.4313 -1.9594 0.8033
H: 5.1333 -1.5302 1.0345
H: 5.1744 -0.3013 3.1756
H: 6.0624 -1.8531 3.2398
H: 4.9089 -1.4334 4.5151
C: 8.3036 -3.0954 0.1800
O: 9.3750 -3.0319 -0.7503
C: 9.2003 -3.9322 -1.8408
C: 8.7042 -3.2057 -3.0840
O: 7.3811 -2.7034 -2.8986
C: 7.3684 -1.3116 -2.6188
H: 8.3766 -2.2350 0.8464
H: 7.3306 -3.0727 -0.3131
H: 8.3886 -4.0062 0.7798
H: 8.5226 -4.7479 -1.5675
H: 10.1817 -4.3668 -2.0554
H: 8.6606 -3.9192 -3.9139
H: 9.3908 -2.4017 -3.3694
H: 7.5646 -0.7462 -3.5348
H: 8.0970 -1.0386 -1.8509
H: 6.3720 -1.0481 -2.2562
C: 8.7003 -1.5934 3.9150
O: 8.3625 -0.7736 5.0239
C: 8.8972 -1.2688 6.2500
C: 10.1422 -0.4953 6.6645
O: 11.2194 -0.7225 5.7592
C: 11.3948 0.3519 4.8471
H: 8.4708 -1.0454 3.0004
H: 9.7595 -1.8563 3.9075
H: 8.0957 -2.5066 3.9338
H: 9.1085 -2.3407 6.1776
H: 8.1254 -1.1280 7.0135
H: 10.4692 -0.8562 7.6453
H: 9.9275 0.5747 6.7556
H: 11.8666 1.1978 5.3555
H: 10.4505 0.6693 4.3968
H: 12.0589 0.0134 4.0491
C: 6.4355 -4.0218 -8.8989
O: 7.3949 -3.3418 -8.1029
C: 7.0927 -1.9575 -7.9493
C: 6.4668 -1.6745 -6.5896
O: 5.1775 -2.2725 -6.4761
C: 5.2069 -3.4746 -5.7196
H: 6.5908 -5.0944 -8.7804
H: 5.4130 -3.7822 -8.6013
H: 6.5801 -3.7646 -9.9534
H: 6.4438 -1.6085 -8.7594
H: 8.0411 -1.4152 -8.0194
H: 6.3261 -0.5931 -6.4863
H: 7.1238 -2.0064 -5.7782
H: 5.3061 -3.2403 -4.6560
H: 6.0177 -4.1386 -6.0307
H: 4.2592 -3.9956 -5.8732
C: -10.0667 0.4222 1.0349
O: -8.9984 0.4843 0.0975
C: -9.1767 -0.4227 -0.9910
C: -9.6795 0.2967 -2.2361
O: -11.0002 0.7959 -2.0481
C: -11.0179 2.1901 -1.7751
H: -9.9925 1.2853 1.6972
H: -11.0415 0.4409 0.5454
H: -9.9773 -0.4867 1.6387
H: -9.8510 -1.2383 -0.7108
H: -8.1949 -0.8564 -1.2082
H: -9.7248 -0.4212 -3.0616
H: -8.9957 1.1008 -2.5284
H: -10.8278 2.7505 -2.6952
H: -10.2878 2.4708 -1.0111
H: -12.0130 2.4517 -1.4100
C: -13.1510 5.1599 -3.0898
O: -12.0832 5.2261 -4.0235
C: -12.2547 4.3199 -5.1117
C: -12.7579 5.0378 -6.3574
O: -14.0820 5.5313 -6.1725
C: -14.1062 6.9249 -5.8988
H: -13.0819 6.0228 -2.4266
H: -14.1259 5.1748 -3.5800
H: -13.0583 4.2510 -2.4866
H: -12.9265 3.5009 -4.8338
H: -11.2705 3.8909 -5.3266
H: -12.7980 4.3203 -7.1837
H: -12.0770 5.8450 -6.6474
H: -13.9158 7.4874 -6.8174
H: -13.3791 7.2077 -5.1330
H: -15.1038 7.1812 -5.5363

Its total charge is +1. The calculation puts the gap between HOMO and LUMO at 0.2024 Ha.

Record order is preserved below.
Electronic energy: -72548.896 -63598.453 -81574.483 eV